{"formula": "C39H39NO16", "method": "the ωB97M-V functional and the def2-TZVPD basis", "lumo_energy_ev": -1.82, "homo_lumo_gap_ev": 7.66, "homo_ha": -0.3485, "smiles": "CCN(CCc1cccc2c1C(=O)C(CCCCOC)=CC2=O)C(C)=O.O=C1C=C(O)C(=O)C=C1O.O=C1C=C(O)C(=O)C=C1O.O=C1C=C(O)C(=O)C=C1O", "spin_multiplicity": 1, "total_energy_ev": -75322.7580, "species": ["C", "C", "N", "C", "C", "C", "C", "C", "C", "C", "C", "C", "O", "C", "C", "C", "C", "C", "O", "C", "C", "C", "O", "C", "C", "O", "H", "H", "H", "H", "H", "H", "H", "H", "H", "H", "H", "H", "H", "H", "H", "H", "H", "H", "H", "H", "H", "H", "H", "H", "H", "H", "H", "C", "C", "C", "O", "C", "C", "C", "O", "O", "O", "H", "H", "H", "H", "C", "C", "C", "O", "C", "C", "C", "O", "O", "O", "H", "H", "H", "H", "C", "C", "C", "O", "C", "C", "C", "O", "O", "O", "H", "H", "H", "H"], "coordinates": [[3.26, 2.84, -1.49], [3.73, 1.54, -2.20], [4.40, 0.57, -1.30], [3.44, -0.08, -0.38], [3.49, 0.50, 1.07], [2.10, 0.52, 1.68], [1.09, 1.28, 1.10], [-0.16, 1.35, 1.65], [-0.50, 0.67, 2.80], [0.48, -0.09, 3.40], [1.76, -0.16, 2.84], [2.74, -1.04, 3.58], [3.56, -1.76, 3.04], [2.59, -0.99, 5.09], [3.85, -1.03, 5.96], [4.07, 0.44, 6.46], [4.81, 1.32, 5.42], [6.31, 1.44, 5.80], [6.80, 0.14, 6.15], [7.28, -0.50, 4.97], [1.38, -0.91, 5.63], [0.20, -0.84, 4.69], [-0.89, -1.30, 4.97], [4.99, -0.51, -2.05], [4.61, -0.76, -3.53], [5.78, -1.27, -1.54], [2.17, 2.93, -1.62], [3.69, 3.69, -2.03], [3.54, 2.90, -0.44], [2.84, 1.05, -2.63], [4.44, 1.81, -2.98], [3.61, -1.16, -0.28], [2.42, 0.01, -0.79], [3.92, 1.51, 1.09], [4.19, -0.12, 1.63], [1.27, 1.88, 0.21], [-0.92, 1.98, 1.16], [-1.48, 0.69, 3.27], [4.73, -1.32, 5.39], [3.65, -1.64, 6.85], [3.09, 0.91, 6.64], [4.59, 0.45, 7.43], [4.70, 0.90, 4.41], [4.33, 2.31, 5.41], [6.92, 1.83, 4.97], [6.36, 2.11, 6.67], [7.32, -1.57, 5.18], [6.60, -0.35, 4.12], [8.28, -0.14, 4.69], [1.27, -0.87, 6.71], [3.52, -0.65, -3.65], [5.07, 0.04, -4.12], [5.00, -1.72, -3.87], [-2.36, -0.26, -3.28], [-1.80, 0.73, -2.58], [-2.56, 1.47, -1.53], [-2.00, 2.35, -0.91], [-3.95, 1.10, -1.30], [-4.52, 0.11, -2.01], [-3.74, -0.65, -3.04], [-4.28, -1.55, -3.64], [-5.79, -0.24, -1.81], [-0.53, 1.12, -2.77], [-1.81, -0.81, -4.04], [-4.50, 1.66, -0.55], [-5.96, -0.98, -2.43], [-0.38, 1.84, -2.14], [-4.14, -6.04, 0.50], [-5.22, -5.71, -0.22], [-5.47, -4.31, -0.66], [-6.46, -4.07, -1.33], [-4.52, -3.28, -0.27], [-3.44, -3.60, 0.45], [-3.17, -5.01, 0.88], [-2.16, -5.25, 1.52], [-2.54, -2.69, 0.83], [-6.13, -6.62, -0.58], [-3.94, -7.05, 0.83], [-4.72, -2.27, -0.59], [-1.86, -3.17, 1.34], [-6.80, -6.13, -1.09], [-6.10, 1.60, -5.61], [-6.96, 2.10, -6.51], [-6.73, 3.43, -7.17], [-7.53, 3.82, -7.99], [-5.54, 4.18, -6.79], [-4.69, 3.68, -5.89], [-4.91, 2.34, -5.25], [-4.09, 1.93, -4.45], [-3.59, 4.34, -5.50], [-8.07, 1.45, -6.87], [-6.26, 0.64, -5.14], [-5.39, 5.15, -7.25], [-3.15, 3.77, -4.85], [-8.51, 2.02, -7.53]]}

{"formula": "C39H40As2F2N3OPSY", "method": "the ωB97M-V functional and the def2-TZVPD basis", "lumo_energy_ev": -2.23, "homo_lumo_gap_ev": 7.35, "charge": 1, "homo_ha": -0.3520, "spin_multiplicity": 1, "total_energy_ev": -195885.1812, "relative_energy_ev": 0.0000, "species": ["Y", "C", "N", "C", "C", "N", "C", "S", "C", "C", "C", "C", "C", "N", "H", "H", "H", "H", "H", "H", "H", "H", "H", "O", "C", "C", "C", "C", "C", "C", "C", "P", "C", "C", "C", "C", "C", "C", "C", "C", "C", "C", "C", "C", "H", "H", "H", "H", "H", "H", "H", "H", "H", "H", "H", "H", "H", "H", "C", "As", "C", "C", "C", "C", "C", "C", "C", "As", "C", "C", "H", "H", "H", "H", "H", "H", "H", "H", "H", "H", "H", "H", "H", "H", "H", "H", "F", "C", "F", "H"], "coordinates": [[-0.05, -0.05, -0.43], [-1.62, -2.02, 4.22], [-2.43, -1.25, 3.28], [-3.81, -1.40, 3.13], [-4.20, -0.47, 2.25], [-3.07, 0.25, 1.88], [-1.97, -0.27, 2.49], [-0.32, 0.21, 2.40], [-3.15, 1.34, 0.96], [-4.29, 2.13, 1.01], [-4.45, 3.10, 0.04], [-3.48, 3.26, -0.93], [-2.36, 2.45, -0.85], [-2.19, 1.51, 0.08], [-2.11, -2.98, 4.39], [-1.52, -1.48, 5.16], [-0.63, -2.17, 3.80], [-4.37, -2.16, 3.65], [-5.17, -0.29, 1.82], [-5.02, 2.00, 1.79], [-5.34, 3.73, 0.04], [-3.57, 3.99, -1.72], [-1.55, 2.56, -1.56], [-2.83, -1.05, -0.64], [-1.76, -1.61, -0.41], [-1.81, -3.12, -0.22], [-3.02, -3.81, -0.23], [-3.04, -5.19, -0.07], [-1.83, -5.88, 0.08], [-0.63, -5.19, 0.08], [-0.62, -3.80, -0.07], [0.93, -2.84, -0.10], [1.79, -3.40, 1.41], [1.08, -3.89, 2.50], [1.72, -4.19, 3.70], [3.09, -4.00, 3.82], [3.82, -3.52, 2.74], [3.17, -3.22, 1.54], [1.82, -3.62, -1.49], [1.52, -3.13, -2.77], [2.09, -3.70, -3.89], [2.99, -4.75, -3.76], [3.29, -5.25, -2.50], [2.71, -4.69, -1.37], [-3.94, -3.25, -0.37], [-3.97, -5.73, -0.08], [-1.84, -6.96, 0.18], [0.30, -5.74, 0.18], [0.01, -4.07, 2.41], [1.16, -4.58, 4.53], [3.59, -4.23, 4.75], [4.89, -3.39, 2.82], [3.74, -2.87, 0.70], [0.82, -2.31, -2.89], [1.85, -3.31, -4.87], [3.45, -5.19, -4.64], [3.98, -6.08, -2.39], [2.93, -5.10, -0.39], [4.61, -0.51, -0.04], [2.87, 0.33, -0.04], [3.35, 1.67, -1.39], [3.02, 1.43, 1.58], [3.99, 1.14, 2.53], [4.15, 1.95, 3.65], [3.34, 3.06, 3.82], [2.36, 3.34, 2.88], [2.17, 2.52, 1.77], [0.69, 2.82, 0.52], [1.33, 4.43, -0.39], [-0.56, 3.74, 1.70], [4.75, -1.18, 0.81], [5.36, 0.28, -0.01], [4.71, -1.08, -0.96], [4.08, 2.36, -0.96], [2.48, 2.21, -1.74], [3.78, 1.14, -2.23], [4.64, 0.28, 2.41], [4.91, 1.71, 4.39], [3.47, 3.70, 4.68], [1.72, 4.20, 3.03], [1.60, 5.17, 0.36], [0.54, 4.82, -1.02], [2.20, 4.21, -1.01], [-0.10, 4.63, 2.12], [-0.87, 3.07, 2.50], [-1.43, 4.04, 1.11], [1.29, 0.05, -2.74], [0.08, 0.79, -2.57], [-0.88, -0.22, -2.88], [0.05, 1.48, -3.41]]}

{"formula": "C39H40BINO6Zr", "method": "the ωB97M-V functional and the def2-TZVPD basis", "lumo_energy_ev": -3.20, "homo_lumo_gap_ev": 7.30, "charge": 1, "homo_ha": -0.3857, "spin_multiplicity": 1, "total_energy_ev": -64921.8673, "relative_energy_ev": 0.0887, "species": ["Zr", "C", "C", "C", "C", "C", "C", "C", "C", "C", "C", "C", "C", "H", "H", "H", "H", "H", "H", "H", "H", "H", "H", "H", "H", "H", "H", "H", "H", "H", "H", "I", "C", "C", "C", "C", "C", "C", "C", "C", "C", "C", "H", "H", "H", "H", "H", "H", "O", "C", "O", "C", "C", "C", "C", "C", "C", "N", "O", "O", "H", "H", "H", "H", "C", "C", "C", "C", "C", "C", "C", "C", "O", "B", "O", "C", "C", "H", "H", "H", "H", "H", "H", "H", "H", "H", "H", "H", "H"], "coordinates": [[-1.60, -0.29, -0.85], [-1.61, 3.23, -1.36], [-2.32, 2.03, -1.92], [-1.76, 1.37, -3.04], [-0.55, 1.96, -3.70], [-2.41, 0.24, -3.58], [-1.98, -0.34, -4.91], [-3.51, -0.33, -2.92], [-4.10, -1.63, -3.41], [-4.13, 0.38, -1.87], [-5.47, -0.03, -1.34], [-3.56, 1.58, -1.40], [-4.31, 2.36, -0.36], [-1.71, 4.08, -2.04], [-0.55, 3.04, -1.22], [-2.00, 3.53, -0.39], [-0.84, 2.80, -4.33], [-0.02, 1.24, -4.33], [0.17, 2.34, -2.98], [-1.36, -1.23, -4.81], [-1.45, 0.39, -5.50], [-2.87, -0.64, -5.47], [-4.96, -1.45, -4.05], [-4.42, -2.25, -2.58], [-3.37, -2.20, -3.97], [-6.23, 0.63, -1.76], [-5.54, 0.08, -0.26], [-5.74, -1.05, -1.60], [-4.37, 1.83, 0.59], [-5.34, 2.52, -0.71], [-3.88, 3.34, -0.16], [-3.69, -2.34, 0.45], [-2.47, -3.89, -0.17], [-2.69, -5.14, 0.34], [-1.95, -6.23, -0.15], [-1.06, -6.05, -1.17], [-0.84, -4.76, -1.71], [0.05, -4.58, -2.80], [0.28, -3.34, -3.31], [-0.34, -2.20, -2.72], [-1.25, -2.32, -1.69], [-1.52, -3.63, -1.19], [-3.43, -5.30, 1.12], [-2.11, -7.21, 0.26], [-0.51, -6.89, -1.57], [0.55, -5.44, -3.22], [0.96, -3.21, -4.14], [-0.05, -1.23, -3.12], [-0.79, -0.91, 1.10], [-1.30, 0.12, 1.66], [-2.15, 0.77, 0.96], [-0.85, 0.58, 2.98], [-1.53, 1.57, 3.67], [-1.04, 2.04, 4.88], [0.16, 1.55, 5.38], [0.83, 0.58, 4.66], [0.35, 0.06, 3.47], [2.13, 0.08, 5.17], [2.72, -0.71, 4.48], [2.48, 0.49, 6.25], [-2.45, 1.97, 3.26], [-1.57, 2.80, 5.43], [0.57, 1.90, 6.31], [0.91, -0.69, 2.92], [4.67, 2.60, 3.54], [5.39, 1.79, 2.46], [6.44, 2.70, 1.80], [6.10, 0.62, 3.14], [4.44, 1.28, 1.39], [4.93, 0.40, 0.40], [4.14, -0.11, -0.62], [2.81, 0.28, -0.61], [1.78, -0.11, -1.45], [0.64, 0.52, -0.95], [0.98, 1.34, 0.13], [2.32, 1.14, 0.35], [3.10, 1.67, 1.35], [5.38, 2.93, 4.29], [3.90, 2.02, 4.05], [4.20, 3.50, 3.12], [7.15, 3.05, 2.55], [5.98, 3.57, 1.34], [7.00, 2.17, 1.04], [6.69, 0.98, 3.98], [6.77, 0.10, 2.47], [5.38, -0.11, 3.52], [5.96, 0.11, 0.43], [4.53, -0.79, -1.36], [2.68, 2.33, 2.08]]}

{"formula": "C39H40BaF6OP2", "method": "the ωB97M-V functional and the def2-TZVPD basis", "lumo_energy_ev": -0.39, "homo_lumo_gap_ev": 5.08, "homo_ha": -0.2009, "spin_multiplicity": 1, "total_energy_ev": -78712.9934, "species": ["Ba", "C", "C", "C", "C", "C", "C", "C", "C", "C", "H", "H", "H", "H", "H", "H", "H", "H", "H", "H", "H", "H", "H", "H", "H", "P", "P", "C", "C", "C", "C", "C", "C", "C", "C", "C", "C", "C", "C", "C", "C", "C", "C", "C", "C", "C", "C", "C", "C", "C", "C", "C", "C", "H", "H", "H", "H", "H", "H", "H", "H", "H", "H", "H", "H", "H", "H", "H", "H", "H", "H", "H", "H", "H", "H", "C", "C", "O", "C", "F", "F", "F", "C", "F", "F", "F", "H", "H", "H"], "coordinates": [[0.73, -1.90, 4.93], [1.74, -4.44, 4.04], [1.97, -3.71, 2.92], [1.32, -3.93, 1.58], [0.00, -3.17, 1.29], [-1.03, -3.07, 2.37], [-1.26, -4.01, 3.29], [-0.60, -5.35, 3.35], [0.70, -5.50, 4.18], [-1.68, -0.67, 5.01], [2.39, -4.33, 4.93], [2.76, -2.93, 2.95], [1.15, -4.99, 1.37], [2.03, -3.56, 0.83], [0.22, -2.14, 0.97], [-0.40, -3.64, 0.38], [-1.71, -2.20, 2.30], [-2.07, -3.86, 4.02], [-0.40, -5.78, 2.35], [-1.31, -6.03, 3.84], [0.45, -5.50, 5.25], [1.10, -6.51, 3.97], [-1.40, -0.73, 6.05], [-2.48, -1.35, 4.67], [-1.24, 0.06, 4.33], [1.74, 3.48, -3.41], [-1.93, 3.43, -3.56], [0.64, 2.60, -4.54], [-0.72, 2.49, -4.51], [3.16, 3.97, -4.49], [3.54, 3.28, -5.64], [4.62, 3.71, -6.41], [5.35, 4.84, -6.03], [4.99, 5.53, -4.87], [3.91, 5.11, -4.10], [2.46, 2.05, -2.48], [1.57, 1.35, -1.63], [2.02, 0.26, -0.90], [3.35, -0.16, -1.00], [4.23, 0.53, -1.84], [3.78, 1.62, -2.58], [-2.95, 4.11, -4.95], [-2.34, 5.09, -5.77], [-3.03, 5.65, -6.84], [-4.34, 5.26, -7.12], [-4.96, 4.30, -6.31], [-4.27, 3.73, -5.24], [-3.05, 2.14, -2.88], [-3.74, 2.45, -1.68], [-4.60, 1.52, -1.12], [-4.79, 0.27, -1.71], [-4.11, -0.04, -2.90], [-3.25, 0.90, -3.48], [1.18, 2.02, -5.31], [-1.20, 1.81, -5.24], [2.99, 2.39, -5.96], [4.89, 3.17, -7.32], [6.20, 5.17, -6.63], [5.58, 6.40, -4.56], [3.63, 5.66, -3.20], [0.53, 1.68, -1.56], [1.32, -0.27, -0.23], [3.70, -1.01, -0.41], [5.27, 0.20, -1.92], [4.48, 2.13, -3.25], [-1.31, 5.39, -5.57], [-2.54, 6.40, -7.48], [-4.89, 5.70, -7.95], [-5.99, 3.99, -6.52], [-4.76, 2.97, -4.63], [-3.59, 3.42, -1.21], [-5.14, 1.77, -0.19], [-5.46, -0.46, -1.26], [-4.25, -1.01, -3.37], [-2.74, 0.65, -4.41], [-1.04, -3.11, 8.79], [0.03, -3.50, 7.79], [-0.34, -3.49, 6.48], [1.16, -2.44, 7.89], [1.75, -2.25, 9.07], [2.20, -2.68, 6.98], [0.66, -1.17, 7.51], [0.67, -4.85, 8.24], [1.17, -4.77, 9.51], [-0.24, -5.85, 8.24], [1.70, -5.25, 7.43], [-1.51, -2.17, 8.49], [-0.58, -2.99, 9.77], [-1.80, -3.89, 8.83]]}

{"formula": "C39H40GeN7NaO2S3", "method": "the ωB97M-V functional and the def2-TZVPD basis", "lumo_energy_ev": 3.76, "homo_lumo_gap_ev": 6.26, "charge": -2, "homo_ha": -0.0921, "spin_multiplicity": 1, "total_energy_ev": -149059.9955, "species": ["Na", "C", "C", "N", "C", "S", "N", "N", "C", "C", "C", "C", "C", "C", "C", "N", "H", "H", "H", "H", "H", "H", "H", "H", "H", "H", "H", "H", "H", "C", "S", "C", "S", "N", "N", "C", "C", "C", "C", "C", "C", "N", "H", "H", "H", "H", "H", "H", "H", "H", "O", "C", "O", "C", "C", "Ge", "C", "C", "C", "C", "C", "C", "C", "C", "C", "C", "C", "C", "C", "C", "C", "C", "C", "C", "H", "H", "H", "H", "H", "H", "H", "H", "H", "H", "H", "H", "H", "H", "H", "H", "H", "H", "H"], "coordinates": [[-1.33, -1.78, -1.24], [-3.83, 3.67, 1.50], [-2.39, 3.18, 1.38], [-2.03, 2.80, 0.04], [-2.20, 1.58, -0.54], [-2.82, 0.28, 0.40], [-1.82, 1.58, -1.81], [-1.82, 0.37, -2.41], [-1.61, 0.34, -3.68], [-1.37, 1.56, -4.52], [-1.65, -0.99, -4.35], [-1.75, -1.08, -5.73], [-1.83, -2.34, -6.32], [-1.82, -3.46, -5.52], [-1.72, -3.28, -4.15], [-1.62, -2.09, -3.58], [-4.07, 3.94, 2.53], [-4.51, 2.87, 1.19], [-4.01, 4.54, 0.86], [-2.25, 2.31, 2.03], [-1.70, 3.96, 1.71], [-1.62, 3.49, -0.57], [-1.15, 2.40, -3.86], [-2.26, 1.82, -5.10], [-0.55, 1.41, -5.21], [-1.77, -0.19, -6.34], [-1.91, -2.43, -7.40], [-1.88, -4.47, -5.92], [-1.71, -4.14, -3.48], [0.32, -8.61, -4.98], [0.78, -7.73, -3.48], [-0.73, -6.89, -3.00], [-2.15, -7.03, -3.93], [-0.46, -6.18, -1.94], [-1.44, -5.32, -1.53], [-1.40, -5.05, -0.28], [-2.41, -4.20, 0.37], [-2.56, -4.28, 1.75], [-3.56, -3.56, 2.37], [-4.38, -2.76, 1.59], [-4.13, -2.70, 0.23], [-3.17, -3.38, -0.37], [0.03, -7.92, -5.77], [-0.51, -9.29, -4.79], [1.21, -9.16, -5.28], [-0.66, -5.53, 0.36], [-1.89, -4.92, 2.32], [-3.69, -3.61, 3.45], [-5.17, -2.16, 2.03], [-4.71, -2.03, -0.40], [1.70, 0.23, 0.38], [0.89, -0.70, 0.69], [0.54, -1.63, -0.05], [0.32, -0.61, 2.10], [0.27, 0.82, 2.59], [1.88, 1.82, 2.04], [3.61, 0.95, 2.37], [3.99, 0.57, 3.66], [5.21, -0.07, 3.89], [6.07, -0.32, 2.84], [5.71, 0.05, 1.55], [4.49, 0.67, 1.32], [1.87, 3.08, 0.52], [2.53, 4.30, 0.64], [2.53, 5.23, -0.40], [1.83, 4.96, -1.57], [1.16, 3.75, -1.69], [1.18, 2.82, -0.66], [1.92, 3.21, 3.54], [3.07, 3.71, 4.15], [3.03, 4.71, 5.11], [1.81, 5.25, 5.50], [0.65, 4.78, 4.91], [0.71, 3.78, 3.95], [0.97, -1.22, 2.74], [-0.67, -1.08, 2.10], [0.17, 0.89, 3.68], [-0.59, 1.32, 2.15], [3.33, 0.78, 4.49], [5.48, -0.36, 4.90], [7.02, -0.81, 3.02], [6.37, -0.16, 0.72], [4.19, 0.91, 0.31], [3.06, 4.55, 1.55], [3.06, 6.17, -0.29], [1.81, 5.68, -2.38], [0.60, 3.52, -2.60], [0.67, 1.88, -0.80], [4.04, 3.30, 3.86], [3.95, 5.06, 5.56], [1.78, 6.03, 6.25], [-0.31, 5.19, 5.20], [-0.22, 3.43, 3.50]]}